# 1
58
Properties=species:S:1:pos:R:3:forces:R:3:nbo_charge:R:1 method="wB97M-V/def2-TZVPD" homo_energy_ev=-11.32 charge=+1
C 0.705 3.380 -0.819 -0.140 0.065 0.027 -0.618
C 1.466 2.448 -1.767 -0.098 -0.011 -0.150 -0.469
C 2.906 2.213 -1.323 0.024 -0.412 0.273 -0.165
N 2.944 0.831 -0.671 0.015 0.178 0.157 -0.718
I 4.406 2.269 -2.817 0.026 -0.010 -0.166 0.195
H 0.697 4.396 -1.217 0.053 -0.038 0.131 0.234
H -0.331 3.058 -0.713 0.072 0.037 -0.061 0.252
H 1.152 3.416 0.180 -0.071 -0.058 -0.048 0.198
H 0.982 1.465 -1.811 -0.100 0.160 -0.159 0.225
H 1.422 2.839 -2.784 0.101 -0.066 0.079 0.255
H 3.242 2.905 -0.555 -0.130 -0.003 -0.047 0.236
H 3.785 0.678 -0.109 0.024 0.041 -0.052 0.441
H 2.912 0.082 -1.370 -0.035 0.074 -0.040 0.450
H 2.125 0.707 -0.055 -0.032 -0.157 0.036 0.465
N -1.859 1.052 -2.102 0.116 0.238 -0.414 -0.456
C -1.564 0.485 -0.942 0.267 0.079 0.112 0.009
C -2.469 -0.183 -0.151 -0.154 -0.369 0.301 -0.256
C -3.778 -0.306 -0.590 0.082 0.151 -0.233 -0.147
C -4.104 0.277 -1.808 0.052 0.030 -0.030 -0.251
C -3.118 0.948 -2.528 -0.146 -0.168 0.288 0.035
H -0.536 0.565 -0.598 -0.023 0.010 0.011 0.169
H -2.126 -0.607 0.785 -0.122 -0.001 0.021 0.223
H -4.524 -0.820 -0.003 -0.023 0.053 0.017 0.244
H -5.111 0.221 -2.200 -0.001 -0.001 0.012 0.229
H -3.353 1.417 -3.476 0.029 -0.004 0.000 0.198
N 4.834 -3.686 -0.410 -0.076 -0.087 0.075 -0.415
C 4.862 -2.366 -0.558 0.013 0.065 0.067 0.010
C 5.274 -1.731 -1.719 -0.068 0.016 -0.113 -0.280
C 5.687 -2.513 -2.792 -0.060 0.021 0.095 -0.163
C 5.667 -3.887 -2.646 0.011 -0.081 -0.011 -0.242
C 5.232 -4.427 -1.440 0.030 0.070 -0.085 0.051
H 4.552 -1.802 0.322 -0.006 0.045 -0.070 0.174
H 5.279 -0.650 -1.804 0.106 -0.022 0.071 0.197
H 6.020 -2.058 -3.715 -0.001 0.004 -0.002 0.227
H 5.982 -4.541 -3.448 0.000 0.005 0.001 0.233
H 5.206 -5.501 -1.301 -0.009 0.010 0.025 0.206
N -6.021 0.918 1.489 0.044 -0.139 -0.071 -0.438
C -6.827 0.444 2.435 -0.058 0.092 0.085 0.034
C -7.440 1.246 3.388 -0.003 -0.017 -0.003 -0.254
C -7.203 2.611 3.355 0.013 -0.025 -0.023 -0.164
C -6.365 3.114 2.373 0.012 0.009 -0.020 -0.257
C -5.801 2.229 1.466 -0.036 0.063 0.051 0.031
H -6.998 -0.627 2.437 0.021 0.004 -0.026 0.193
H -8.088 0.805 4.132 0.002 0.009 0.000 0.225
H -7.665 3.270 4.079 0.001 0.000 -0.001 0.223
H -6.152 4.172 2.303 -0.006 -0.003 0.005 0.222
H -5.143 2.593 0.683 0.004 -0.027 0.000 0.191
N 0.820 -0.837 1.207 0.218 0.393 -0.227 -0.481
C 1.677 -0.516 2.179 0.039 -0.084 0.217 -0.012
C 2.511 -1.435 2.797 -0.004 0.007 0.005 -0.257
C 2.448 -2.760 2.391 -0.003 0.018 -0.018 -0.151
C 1.555 -3.105 1.390 -0.034 -0.050 -0.029 -0.224
C 0.767 -2.112 0.826 0.038 -0.118 0.000 0.025
H 1.677 0.521 2.506 -0.017 -0.009 -0.048 0.196
H 3.180 -1.120 3.587 -0.007 -0.001 -0.001 0.234
H 3.080 -3.508 2.849 0.019 -0.027 -0.015 0.239
H 1.466 -4.125 1.044 0.027 0.006 0.007 0.238
H 0.058 -2.351 0.040 0.007 0.032 -0.005 0.210

=====

# 2
62
Properties=species:S:1:pos:R:3:forces:R:3:nbo_charge:R:1 method="wB97M-V/def2-TZVPD" de_lowest_ev=0.4495 homo_energy_ev=-10.85 charge=+1
In 0.789 -0.383 -1.318 0.190 0.273 0.141 1.899
C -2.399 -0.902 -1.994 -0.157 -0.125 0.181 -0.266
N -1.030 -1.420 -1.888 0.210 0.029 0.017 -0.649
C -0.764 -2.679 -2.076 -0.177 0.040 -0.074 0.201
C 0.569 -3.143 -2.089 0.253 -0.248 -0.178 -0.043
C 1.114 -4.402 -2.369 -0.202 0.038 0.121 -0.189
C 2.494 -4.240 -2.400 0.142 0.072 -0.051 -0.312
C 2.747 -2.887 -2.155 -0.006 -0.104 0.036 0.017
N 1.597 -2.227 -1.964 -0.129 0.071 0.003 -0.662
C -3.280 -1.397 -0.872 0.052 0.056 -0.056 0.044
C -3.146 -0.846 0.400 -0.025 0.011 -0.039 -0.263
C -3.906 -1.322 1.456 0.035 0.028 0.033 -0.193
C -4.813 -2.352 1.248 -0.032 -0.022 0.016 -0.205
C -4.964 -2.895 -0.018 -0.015 -0.017 0.017 -0.193
C -4.200 -2.418 -1.075 0.055 -0.021 0.010 -0.229
H -2.823 -1.183 -2.960 0.016 0.017 -0.011 0.213
H -2.332 0.185 -1.959 -0.006 -0.001 -0.078 0.222
H -1.566 -3.393 -2.259 -0.019 0.037 -0.023 0.209
H 0.560 -5.315 -2.524 -0.001 0.032 -0.024 0.233
H 3.235 -4.996 -2.601 -0.007 0.007 0.006 0.237
H 3.694 -2.368 -2.126 0.013 -0.041 0.005 0.215
H -2.467 -0.010 0.542 -0.020 0.000 0.034 0.197
H -3.810 -0.883 2.442 -0.009 0.018 -0.015 0.213
H -5.413 -2.718 2.072 0.001 -0.010 -0.013 0.226
H -5.681 -3.687 -0.187 0.004 0.007 0.005 0.227
H -4.328 -2.839 -2.066 0.001 0.013 0.000 0.215
O 2.360 0.931 -1.929 -0.232 0.081 0.107 -0.592
N 2.078 2.190 -1.954 0.145 0.034 -0.025 0.184
N 0.870 2.489 -1.742 -0.150 -0.217 -0.003 0.172
O -0.083 1.600 -1.528 0.279 -0.162 -0.033 -0.643
C 0.490 3.877 -1.731 -0.057 0.479 0.033 0.150
C -0.857 4.195 -1.786 -0.013 -0.224 -0.035 -0.231
C -1.237 5.528 -1.770 0.044 0.039 0.008 -0.196
C -0.280 6.527 -1.699 -0.021 0.046 -0.012 -0.185
C 1.068 6.195 -1.642 -0.011 -0.032 0.010 -0.193
C 1.463 4.870 -1.653 0.012 -0.249 -0.025 -0.229
H -1.593 3.407 -1.852 0.014 0.018 0.023 0.241
H -2.288 5.780 -1.816 0.001 0.005 -0.010 0.228
H -0.580 7.566 -1.689 -0.005 -0.010 0.009 0.228
H 1.821 6.969 -1.580 -0.017 0.011 -0.011 0.230
H 2.507 4.600 -1.610 0.035 0.017 0.014 0.243
C 3.467 0.305 2.963 0.076 0.086 0.014 -0.413
N 2.670 -0.410 1.974 0.045 0.035 -0.095 -0.399
C 3.412 -0.987 0.865 -0.106 -0.051 -0.103 -0.425
C 1.332 -0.342 1.942 -0.179 0.020 0.108 0.686
N 0.644 -0.553 0.831 -0.022 0.085 -0.113 -0.956
N 0.694 -0.039 3.112 -0.095 -0.017 -0.107 -0.430
C -0.678 0.441 3.071 0.006 -0.008 0.058 -0.424
C 1.041 -0.746 4.341 0.008 -0.037 0.070 -0.411
H 4.217 0.905 2.446 -0.015 -0.004 -0.022 0.217
H 3.983 -0.388 3.630 0.006 0.013 -0.003 0.208
H 2.839 0.968 3.549 0.013 -0.011 -0.021 0.228
H 4.402 -1.264 1.219 0.006 -0.017 0.000 0.227
H 3.525 -0.282 0.035 0.040 0.030 0.015 0.213
H 2.909 -1.883 0.509 -0.020 -0.057 -0.035 0.231
H -0.343 -0.663 1.029 0.044 -0.109 0.123 0.399
H -0.823 1.100 2.217 0.014 0.025 0.021 0.221
H -0.864 1.015 3.977 -0.019 -0.012 -0.001 0.227
H -1.408 -0.377 3.031 0.039 -0.004 -0.017 0.193
H 2.004 -1.237 4.247 -0.072 0.013 0.020 0.221
H 0.288 -1.511 4.554 0.005 0.015 -0.016 0.206
H 1.073 -0.053 5.183 0.035 0.006 -0.011 0.214

=====

# 3
57
Properties=species:S:1:pos:R:3:forces:R:3:nbo_charge:R:1 method="wB97M-V/def2-TZVPD" smiles="CCCCCC(=O)Nc1ccc(N2CCN(C(=O)c3ccccc3)CC2)cc1" de_lowest_ev=1.1152 homo_energy_ev=-7.59
C -6.831 1.467 -0.769 -0.146 -0.064 -0.189 -0.608
C -7.157 0.810 -2.105 0.244 -0.002 0.028 -0.388
C -6.195 -0.320 -2.472 -0.307 -0.004 0.161 -0.399
C -6.326 -1.540 -1.563 0.123 0.057 -0.242 -0.386
C -5.396 -2.674 -2.009 -0.054 0.082 -0.009 -0.491
C -3.937 -2.239 -1.997 -0.498 -0.341 0.049 0.687
O -3.287 -2.092 -3.008 0.193 0.099 -0.224 -0.610
N -3.466 -2.034 -0.736 -0.199 -0.032 0.419 -0.605
C -2.206 -1.584 -0.323 0.402 0.152 -0.057 0.119
C -1.970 -1.458 1.044 0.013 -0.058 -0.141 -0.216
C -0.754 -1.013 1.513 0.040 -0.054 -0.066 -0.235
C 0.282 -0.686 0.632 -0.311 -0.100 -0.229 0.148
N 1.480 -0.186 1.142 0.227 0.242 0.106 -0.448
C 2.423 0.461 0.261 0.037 0.307 0.121 -0.224
C 3.280 1.439 1.081 -0.124 0.009 -0.542 -0.219
N 3.935 0.745 2.161 -0.216 0.056 0.108 -0.437
C 5.259 0.458 2.233 0.034 0.074 0.059 0.671
O 5.711 -0.327 3.046 0.207 -0.175 0.002 -0.616
C 6.150 1.202 1.289 0.309 0.061 -0.016 -0.139
C 6.935 0.491 0.389 -0.127 -0.010 0.099 -0.187
C 7.812 1.160 -0.447 0.030 -0.017 -0.055 -0.205
C 7.924 2.538 -0.376 0.047 0.033 -0.040 -0.206
C 7.160 3.249 0.535 0.005 0.087 0.004 -0.225
C 6.274 2.585 1.365 -0.021 -0.143 0.014 -0.156
C 3.003 0.047 3.022 0.009 -0.412 0.245 -0.232
C 2.160 -0.920 2.191 0.109 0.108 0.245 -0.217
C 0.035 -0.817 -0.735 0.213 0.028 0.337 -0.208
C -1.188 -1.254 -1.208 -0.257 -0.078 -0.130 -0.234
H -7.475 2.327 -0.604 -0.020 0.084 0.101 0.211
H -6.979 0.775 0.057 0.018 -0.027 0.141 0.197
H -5.797 1.805 -0.755 0.120 0.055 0.055 0.203
H -7.112 1.569 -2.889 -0.091 -0.011 -0.027 0.203
H -8.179 0.422 -2.081 -0.060 0.023 -0.083 0.192
H -5.169 0.053 -2.431 0.070 0.031 -0.083 0.203
H -6.388 -0.630 -3.501 0.093 -0.032 -0.055 0.206
H -6.096 -1.258 -0.533 -0.088 -0.019 0.071 0.189
H -7.357 -1.900 -1.586 -0.014 0.002 0.078 0.207
H -5.642 -2.970 -3.029 0.094 -0.025 0.053 0.232
H -5.522 -3.541 -1.356 0.013 -0.047 -0.033 0.216
H -4.108 -2.216 0.023 0.031 0.003 -0.223 0.394
H -2.754 -1.702 1.749 -0.079 -0.016 0.078 0.202
H -0.611 -0.901 2.577 0.011 0.050 0.092 0.212
H 1.882 1.029 -0.497 0.038 -0.040 -0.008 0.217
H 3.088 -0.264 -0.238 -0.036 0.034 -0.051 0.174
H 4.017 1.912 0.433 -0.128 -0.028 0.076 0.229
H 2.626 2.209 1.507 0.038 -0.011 -0.094 0.198
H 6.853 -0.585 0.351 0.008 -0.103 0.016 0.224
H 8.414 0.603 -1.150 0.042 -0.044 -0.055 0.216
H 8.613 3.058 -1.025 0.052 0.040 -0.050 0.215
H 7.256 4.322 0.600 0.015 0.080 0.011 0.215
H 5.683 3.136 2.083 -0.075 0.056 0.054 0.211
H 3.581 -0.493 3.773 -0.110 0.087 -0.066 0.250
H 2.354 0.783 3.507 -0.007 -0.062 -0.018 0.195
H 1.435 -1.424 2.828 0.047 0.009 -0.021 0.215
H 2.827 -1.683 1.756 -0.044 -0.015 0.057 0.180
H 0.807 -0.593 -1.454 0.090 0.030 -0.049 0.207
H -1.352 -1.352 -2.268 -0.011 -0.007 -0.026 0.255

=====

# 4
58
Properties=species:S:1:pos:R:3:forces:R:3:nbo_charge:R:1 method="wB97M-V/def2-TZVPD" smiles="Cc1ccc(CNC(=O)c2ccccc2NC(=O)CN2C[C@@H](C)O[C@@H](C)C2)cc1" de_lowest_ev=1.5499 homo_energy_ev=-8.31
C -4.480 -2.785 1.943 -0.013 -0.049 -0.011 -0.630
C -3.337 -2.811 0.976 0.016 0.023 -0.004 -0.010
C -3.435 -3.534 -0.208 0.016 0.050 0.021 -0.210
C -2.387 -3.568 -1.108 0.064 0.053 0.003 -0.194
C -1.211 -2.874 -0.851 0.054 -0.015 0.057 -0.060
C -0.089 -2.882 -1.860 -0.072 0.120 -0.276 -0.250
N 1.214 -2.724 -1.259 -0.089 -0.313 -0.011 -0.599
C 1.873 -1.542 -1.291 0.065 -0.236 -0.009 0.674
O 1.451 -0.587 -1.930 -0.094 0.175 -0.057 -0.644
C 3.126 -1.501 -0.489 0.245 0.190 0.121 -0.208
C 3.931 -2.630 -0.366 -0.016 0.098 0.014 -0.174
C 5.078 -2.606 0.404 0.074 -0.117 0.050 -0.243
C 5.427 -1.445 1.076 -0.095 -0.108 -0.118 -0.172
C 4.655 -0.307 0.955 0.046 0.156 0.063 -0.264
C 3.510 -0.310 0.159 0.221 -0.263 0.098 0.279
N 2.730 0.823 -0.008 -0.337 -0.116 -0.444 -0.668
C 2.697 1.956 0.733 -0.203 0.160 -0.027 0.676
O 3.407 2.214 1.682 0.160 0.123 0.202 -0.615
C 1.635 2.936 0.222 -0.066 0.017 0.108 -0.313
N 0.580 2.236 -0.478 0.047 0.196 -0.067 -0.457
C -0.144 3.003 -1.475 -0.217 0.160 0.174 -0.234
C -1.197 3.937 -0.859 0.207 0.129 -0.408 0.083
C -2.015 4.650 -1.925 0.186 -0.209 0.415 -0.616
O -2.094 3.187 -0.056 -0.062 -0.057 -0.064 -0.541
C -1.430 2.486 0.980 0.175 -0.321 0.290 0.096
C -2.479 1.709 1.763 0.257 0.326 -0.270 -0.621
C -0.361 1.549 0.394 -0.248 0.234 0.035 -0.255
C -1.108 -2.156 0.332 0.048 -0.042 -0.118 -0.163
C -2.158 -2.127 1.233 -0.074 -0.036 -0.021 -0.221
H -4.662 -3.782 2.342 -0.063 -0.023 0.081 0.220
H -5.391 -2.455 1.446 -0.089 0.029 0.037 0.220
H -4.273 -2.113 2.773 -0.039 0.032 0.077 0.215
H -4.344 -4.076 -0.425 -0.104 -0.064 -0.025 0.209
H -2.483 -4.133 -2.024 -0.005 -0.082 -0.101 0.208
H -0.112 -3.809 -2.442 -0.038 0.122 0.020 0.203
H -0.211 -2.035 -2.545 0.030 -0.225 0.034 0.249
H 1.517 -3.440 -0.618 0.054 0.156 0.022 0.403
H 3.672 -3.531 -0.904 -0.031 -0.058 -0.041 0.211
H 5.695 -3.488 0.480 0.047 -0.073 -0.005 0.215
H 6.316 -1.422 1.688 0.073 0.020 0.054 0.217
H 4.927 0.599 1.469 -0.009 0.032 0.013 0.257
H 2.024 0.767 -0.751 0.154 0.107 0.193 0.470
H 2.139 3.607 -0.480 -0.025 0.008 0.051 0.225
H 1.304 3.542 1.079 0.134 -0.084 -0.059 0.199
H 0.567 3.575 -2.075 -0.009 0.006 -0.042 0.203
H -0.651 2.283 -2.125 -0.057 0.089 -0.084 0.205
H -0.686 4.682 -0.220 -0.062 -0.104 -0.064 0.157
H -2.769 5.273 -1.453 -0.072 0.091 -0.001 0.221
H -1.369 5.271 -2.540 0.043 0.088 -0.097 0.210
H -2.514 3.918 -2.553 -0.060 -0.078 -0.116 0.212
H -0.942 3.220 1.647 -0.065 -0.080 -0.101 0.157
H -3.253 2.388 2.111 -0.080 0.036 0.079 0.222
H -2.019 1.221 2.618 0.018 -0.087 0.124 0.207
H -2.937 0.960 1.121 -0.059 -0.126 -0.057 0.214
H 0.189 1.065 1.203 -0.020 -0.093 0.028 0.205
H -0.861 0.783 -0.207 -0.044 -0.064 0.099 0.211
H -0.203 -1.608 0.552 0.093 0.036 0.024 0.205
H -2.056 -1.561 2.147 -0.013 0.062 0.111 0.208

=====

no.,frontier orbital gap (eV)
1,8.3
2,8.3
3,8.3
4,9.0